DFT (ωB97M-V/def2-TZVPD) results for a 2-piece molecular cluster, C2H4O4 overall in a non-equilibrium geometry.

Element x y z (Å)
1 O -1.47 -2.94 -2.46
2 C -0.98 -2.53 -1.44
3 O -1.46 -1.45 -0.72
4 H -0.22 -3.10 -0.86
5 H -0.99 -1.47 0.16
6 O -0.46 2.42 0.45
7 C 0.69 2.23 0.79
8 O 1.39 2.99 1.67
9 H 1.36 1.43 0.42
10 H 2.13 2.41 2.01

## Properties
- Highest occupied orbital energy: -10.944 eV
- Relative energy (zero: lowest compared OMol25 entry of this formula, charge and spin): 27.1 kcal per mole
- Frontier orbital gap: 11.033 eV

Löwdin population analysis, charges in e, atoms 1 to 4: 0.07 -0.37 0.04 0.13

***

DFT (ωB97M-V/def2-TZVPD) results for a 2-piece molecular cluster, C2H4O4 overall in a non-equilibrium geometry.

Element x y z (Å)
1 O 1.53 0.39 0.24
2 C 1.34 1.08 1.19
3 O 0.44 0.86 2.14
4 H 1.96 1.93 1.38
5 H 0.28 1.62 2.69
6 O -2.18 -0.57 -1.08
7 C -1.40 -1.42 -1.44
8 O -0.22 -1.18 -1.98
9 H -1.68 -2.48 -1.38
10 H -0.06 -0.24 -1.78

## Properties
- Highest occupied orbital energy: -10.559 eV
- Relative energy (zero: lowest compared OMol25 entry of this formula, charge and spin): 16.4 kcal per mole
- Frontier orbital gap: 10.992 eV

Löwdin population analysis, charges in e, atoms 1 to 4: 0.09 -0.40 0.11 0.12

***

DFT (ωB97M-V/def2-TZVPD) results for a 2-piece molecular cluster, C2H4O4Si overall.

Element x y z (Å)
1 O 1.61 -0.05 -0.33
2 Si 0.71 1.02 -0.89
3 O 1.16 2.29 -1.78
4 O -0.87 1.11 -0.71
5 H 2.07 2.43 -2.02
6 H -1.38 1.83 -1.09
7 C -1.76 -1.90 1.39
8 C -0.57 -1.81 1.50
9 O 0.71 -1.73 1.68
10 H -2.79 -1.99 1.28
11 H 1.12 -1.20 0.97

## Properties
- Highest occupied orbital energy: -8.767 eV
- Relative energy (zero: lowest compared OMol25 entry of this formula, charge and spin): 42.5 kcal per mole
- Frontier orbital gap: 8.260 eV

Löwdin population analysis, charges in e, atoms 1 to 4: -0.24 0.32 -0.06 -0.04

***

DFT (ωB97M-V/def2-TZVPD) results for one molecule with the formula C2H4OS2 in a non-equilibrium geometry.

Element x y z (Å)
1 C -0.64 -0.89 -0.03
2 C 1.01 1.37 0.31
3 O -1.75 -2.91 -1.06
4 S -1.21 -2.37 0.26
5 S 0.37 -0.12 1.13
6 H -0.82 -0.45 -1.09
7 H 1.94 1.77 0.68
8 H 0.16 2.11 0.58
9 H 0.95 1.49 -0.78

## Properties
- Highest occupied orbital energy: -8.241 eV
- Relative energy (zero: lowest compared OMol25 entry of this formula, charge and spin): 44.1 kcal per mole
- Frontier orbital gap: 7.925 eV

Löwdin population analysis, charges in e, atoms 1 to 4: -0.82 -0.40 -0.62 0.84

***

DFT (ωB97M-V/def2-TZVPD) results for one molecule with the formula C2H4OS3 in a non-equilibrium geometry.

Element x y z (Å)
1 C -0.07 1.32 -0.04
2 C -0.08 -1.32 -0.05
3 O 2.18 0.00 0.40
4 S -1.85 1.05 0.04
5 S -1.85 -1.05 0.04
6 S 0.82 0.00 0.93
7 H 0.30 1.30 -1.07
8 H 0.13 2.28 0.42
9 H 0.13 -2.28 0.41
10 H 0.30 -1.29 -1.07

## Properties
- Highest occupied orbital energy: -8.448 eV
- Relative energy (zero: lowest compared OMol25 entry of this formula, charge and spin): 25.9 kcal per mole
- Frontier orbital gap: 8.689 eV

Löwdin population analysis, charges in e, atoms 1 to 4: -0.71 -0.71 -0.53 0.46

***

DFT (ωB97M-V/def2-TZVPD) results for one molecule with the formula C2H4OSSi in a non-equilibrium geometry.

Element x y z (Å)
1 C -0.30 -1.50 -1.39
2 C -0.02 -0.52 -0.47
3 S 0.06 1.24 -0.78
4 Si 0.21 1.62 1.37
5 O 1.48 1.86 2.10
6 H -0.02 -2.59 -1.25
7 H -0.20 -1.10 -2.35
8 H -0.21 -0.58 0.65
9 H -1.00 1.56 2.12

## Properties
- Highest occupied orbital energy: -9.374 eV
- Relative energy (zero: lowest compared OMol25 entry of this formula, charge and spin): 24.8 kcal per mole
- Frontier orbital gap: 8.904 eV

Löwdin population analysis, charges in e, atoms 1 to 4: -0.06 -0.61 0.61 0.36

***

DFT (ωB97M-V/def2-TZVPD) results for an isolated ion of composition C2H4P and charge +1.

Element x y z (Å)
1 C 1.87 -0.34 0.04
2 C 0.69 -0.12 -0.02
3 P -0.98 0.11 -0.01
4 H 2.93 -0.25 0.07
5 H -1.64 -1.11 0.07
6 H -1.36 0.93 1.05
7 H -1.42 0.73 -1.18

## Properties
- Highest occupied orbital energy: -16.726 eV
- Frontier orbital gap: 12.129 eV
- Net charge: +1

Löwdin population analysis, charges in e, atoms 1 to 4: 0.18 -0.35 1.03 0.08

***

DFT (ωB97M-V/def2-TZVPD) results for one molecule with the formula C2H4P2 in a non-equilibrium geometry.

Element x y z (Å)
1 C -1.51 0.24 0.50
2 P -0.43 0.28 -0.96
3 P 1.36 1.21 -0.34
4 C 1.12 -0.64 -0.41
5 H -2.35 0.91 0.40
6 H -0.91 0.48 1.37
7 H 1.39 -1.22 0.60
8 H 1.34 -1.25 -1.17

## Properties
- Highest occupied orbital energy (alpha / beta): -8.220 / -8.599 eV
- Relative energy (zero: lowest compared OMol25 entry of this formula, charge and spin): 58.9 kcal per mole
- Frontier orbital gap (alpha / beta): 7.139 / 7.300 eV

Löwdin population analysis, charges in e, atoms 1 to 4: -0.28 0.48 0.57 -0.74

***

DFT (ωB97M-V/def2-TZVPD) results for one molecule with the formula C2H4P2 in a non-equilibrium geometry.

Element x y z (Å)
1 H -1.51 -0.28 2.55
2 P -1.16 -1.09 1.49
3 C -0.16 0.13 0.76
4 C 0.14 -0.07 -0.61
5 P 1.15 1.06 -1.51
6 H 1.43 0.17 -2.53
7 H 0.27 0.98 1.13
8 H -0.16 -0.91 -1.28

## Properties
- Highest occupied orbital energy (alpha / beta): -8.301 / -8.321 eV
- Relative energy (zero: lowest compared OMol25 entry of this formula, charge and spin): 33.6 kcal per mole
- Frontier orbital gap (alpha / beta): 6.996 / 7.042 eV

Löwdin population analysis, charges in e, atoms 1 to 4: -0.18 0.82 -0.62 -0.66

***

DFT (ωB97M-V/def2-TZVPD) results for one molecule with the formula C2H4S in a non-equilibrium geometry.

Element x y z (Å)
1 C 0.54 1.00 0.94
2 C -0.53 -1.03 -0.93
3 S 0.63 -0.12 -0.24
4 H 1.47 1.21 1.46
5 H -0.39 1.19 1.52
6 H -0.21 -1.47 -1.87
7 H -1.52 -0.78 -0.88

## Properties
- Highest occupied orbital energy: -8.142 eV
- Relative energy (zero: lowest compared OMol25 entry of this formula, charge and spin): 52.1 kcal per mole
- Frontier orbital gap: 8.589 eV

Löwdin population analysis, charges in e, atoms 1 to 4: -0.43 -0.41 0.86 -0.01

***

DFT (ωB97M-V/def2-TZVPD) results for one molecule with the formula C2H4S2 in a non-equilibrium geometry.

Element x y z (Å)
1 S -2.31 -0.85 -0.17
2 C -1.08 -0.06 0.51
3 C 0.16 0.40 -0.35
4 S 1.27 -1.01 0.01
5 H -0.96 0.14 1.55
6 H -0.18 0.60 -1.33
7 H 0.60 1.28 0.10
8 H 2.50 -0.50 -0.32

## Properties
- Highest occupied orbital energy: -8.967 eV
- Relative energy (zero: lowest compared OMol25 entry of this formula, charge and spin): 17.2 kcal per mole
- Frontier orbital gap: 8.503 eV

Löwdin population analysis, charges in e, atoms 1 to 4: 0.69 -0.77 -0.61 0.69

***

DFT (ωB97M-V/def2-TZVPD) results for a 2-piece molecular cluster, C2H5BO overall in a non-equilibrium geometry.

Element x y z (Å)
1 B -1.23 -0.64 0.06
2 C 1.26 0.14 0.28
3 C -0.05 0.24 -0.42
4 O 2.34 0.21 -0.25
5 H -2.06 -0.94 -0.70
6 H -1.23 -1.08 1.14
7 H 1.17 -0.01 1.38
8 H 0.09 0.37 -1.49
9 H -0.29 1.70 -0.02

## Properties
- Highest occupied orbital energy: -9.971 eV
- Relative energy (zero: lowest compared OMol25 entry of this formula, charge and spin): 87.8 kcal per mole
- Frontier orbital gap: 9.406 eV

Löwdin population analysis, charges in e, atoms 1 to 4: 0.00 -0.37 -0.17 0.04

***

DFT (ωB97M-V/def2-TZVPD) results for C2H5Br2N2 as an isolated structure in a non-equilibrium geometry.

Element x y z (Å)
1 C 0.45 0.02 0.42
2 C 0.66 -0.68 1.64
3 N -1.68 -0.34 -1.92
4 N 0.64 1.20 0.01
5 Br -2.68 -1.71 -2.49
6 Br -0.99 0.81 -3.12
7 H 1.48 -1.39 1.48
8 H -0.21 -1.29 1.89
9 H 0.91 -0.03 2.48
10 H 1.02 1.96 0.58
11 H 0.40 1.45 -0.95

## Properties
- Highest occupied orbital energy (alpha / beta): -12.913 / -13.429 eV
- Relative energy (zero: lowest compared OMol25 entry of this formula, charge and spin): 112.3 kcal per mole
- Frontier orbital gap (alpha / beta): 6.569 / 8.517 eV
- Net charge: +1

Löwdin population analysis, charges in e, atoms 1 to 4: 0.03 -0.01 -1.13 0.22

***

DFT (ωB97M-V/def2-TZVPD) results for a 2-piece molecular cluster, C2H5Br2NO2S overall in a non-equilibrium geometry.

Element x y z (Å)
1 O -3.72 0.03 0.78
2 S -2.38 -0.08 0.42
3 O -1.42 0.04 1.50
4 Br -2.21 -2.13 -0.58
5 Br -1.83 1.23 -1.31
6 C 1.34 1.38 -0.35
7 N 0.79 0.25 -0.42
8 C 1.47 -0.92 -0.01
9 H 2.18 1.72 0.23
10 H 0.66 2.12 -0.54
11 H 1.36 -1.74 -0.75
12 H 2.59 -0.77 0.00
13 H 1.18 -1.12 1.03

## Properties
- Highest occupied orbital energy: -9.559 eV
- Relative energy (zero: lowest compared OMol25 entry of this formula, charge and spin): 9.7 kcal per mole
- Frontier orbital gap: 7.492 eV

Löwdin population analysis, charges in e, atoms 1 to 4: -0.39 0.00 -0.39 0.38

***

DFT (ωB97M-V/def2-TZVPD) results for C2H5Br2P as an isolated structure in a non-equilibrium geometry.

Element x y z (Å)
1 C 0.79 1.45 0.40
2 C -1.03 -1.14 -0.68
3 P 2.38 1.11 0.57
4 Br -1.56 -0.28 -2.11
5 Br -2.38 -2.50 -0.02
6 H 0.44 1.84 -0.50
7 H 0.02 1.39 1.16
8 H -0.19 -1.80 -1.15
9 H -0.83 -0.52 0.52
10 H 2.36 0.46 1.82

## Properties
- Highest occupied orbital energy (alpha / beta): -6.817 / -10.089 eV
- ⟨S²⟩: 2.006
- Frontier orbital gap (alpha / beta): 7.231 / 7.156 eV
- Spin multiplicity: 3

Löwdin population analysis, charges in e, atoms 1 to 4: -0.52 -1.26 0.68 0.69

***

DFT (ωB97M-V/def2-TZVPD) results for one molecule with the formula C2H5BrClN in a non-equilibrium geometry.

Element x y z (Å)
1 C 0.26 0.08 0.77
2 N -0.51 -0.83 0.01
3 C -0.88 -0.67 -1.35
4 Cl -2.09 -1.90 -1.89
5 Br 0.80 -0.89 -2.78
6 H 1.37 0.05 0.46
7 H 0.02 1.18 0.77
8 H 0.31 -0.27 1.83
9 H -0.48 -1.84 0.27
10 H -1.08 0.41 -1.40

## Properties
- Highest occupied orbital energy: -9.434 eV
- Relative energy (zero: lowest compared OMol25 entry of this formula, charge and spin): 26.2 kcal per mole
- Frontier orbital gap: 9.700 eV

Löwdin population analysis, charges in e, atoms 1 to 4: -0.15 -0.21 -0.94 0.54

***

DFT (ωB97M-V/def2-TZVPD) results for one molecule with the formula C2H5BrClN in a non-equilibrium geometry.

Element x y z (Å)
1 C 0.34 -1.02 0.52
2 C -0.36 0.27 0.25
3 N 0.34 1.03 -0.84
4 Cl -0.07 0.00 -2.32
5 Br -0.36 2.81 -0.87
6 H 1.38 -0.99 0.98
7 H -0.09 -1.50 1.44
8 H 0.54 -1.63 -0.38
9 H -1.40 0.23 -0.06
10 H -0.32 0.80 1.29

## Properties
- Highest occupied orbital energy: -9.784 eV
- Relative energy (zero: lowest compared OMol25 entry of this formula, charge and spin): 69.4 kcal per mole
- Frontier orbital gap: 9.169 eV

Löwdin population analysis, charges in e, atoms 1 to 4: -0.17 -0.51 -0.84 0.49

***

DFT (ωB97M-V/def2-TZVPD) results for one molecule with the formula C2H5BrClN.

Element x y z (Å)
1 N -0.98 -0.20 -0.28
2 C 0.37 -0.53 -0.43
3 Cl 0.74 -2.28 0.08
4 C 1.24 0.38 0.41
5 Br 3.11 0.21 -0.05
6 H -1.59 -0.75 -0.87
7 H -1.30 -0.25 0.68
8 H 0.66 -0.49 -1.48
9 H 1.15 0.16 1.47
10 H 0.96 1.42 0.22

## Properties
- Highest occupied orbital energy: -10.086 eV
- Relative energy (zero: lowest compared OMol25 entry of this formula, charge and spin): 0.0 kcal per mole
- Frontier orbital gap: 10.878 eV

Löwdin population analysis, charges in e, atoms 1 to 4: 0.00 -0.84 0.48 -0.66

***

DFT (ωB97M-V/def2-TZVPD) results for C2H5BrN3 as an isolated structure in a non-equilibrium geometry.

Element x y z (Å)
1 C 1.65 -0.16 0.04
2 C -1.24 1.84 0.28
3 N 0.95 0.90 0.28
4 N -0.33 1.14 0.25
5 N 1.25 -1.38 -0.35
6 Br -2.64 2.96 0.02
7 H 2.71 0.12 0.06
8 H -2.73 -0.86 0.63
9 H -1.99 -1.09 0.45
10 H 0.36 -1.45 -0.86
11 H 2.00 -2.02 -0.80

## Properties
- Highest occupied orbital energy: -14.607 eV
- Relative energy (zero: lowest compared OMol25 entry of this formula, charge and spin): 85.7 kcal per mole
- Frontier orbital gap: 9.959 eV
- Net charge: +1

Löwdin population analysis, charges in e, atoms 1 to 4: -0.19 -0.53 0.08 0.04

***

DFT (ωB97M-V/def2-TZVPD) results for a 2-piece molecular cluster, C2H5BrNO3S overall in a non-equilibrium geometry.

Element x y z (Å)
1 C -0.35 1.43 0.96
2 C 1.46 -0.67 -1.39
3 N -0.58 0.60 -0.20
4 O -0.10 -1.69 0.86
5 O -1.13 -1.62 -1.25
6 O -2.31 -0.66 0.65
7 S -1.03 -0.96 0.05
8 Br 2.26 -0.19 0.20
9 H -0.81 0.92 1.87
10 H 0.77 1.67 1.17
11 H -0.64 2.45 0.79
12 H 1.96 -0.19 -2.30
13 H 0.49 -1.09 -1.41

## Properties
- Highest occupied orbital energy (alpha / beta): -5.278 / -4.254 eV
- Relative energy (zero: lowest compared OMol25 entry of this formula, charge and spin): 104.2 kcal per mole
- Frontier orbital gap (alpha / beta): 8.546 / 7.405 eV
- Net charge: -1

Löwdin population analysis, charges in e, atoms 1 to 4: -0.24 -0.48 -0.16 -0.40